Density functional theory data (ωB97M-V/def2-TZVPD) for a 23-piece molecular cluster, C78H215N13O36 overall.

The calculation puts the electronic energy at -6520.58441 hartree. The value obtained for the HOMO-LUMO gap is 8.39 eV. The LUMO energy is 0.0085 hartree. As for the relative energy (zero: lowest compared OMol25 entry of this formula, charge and spin): 47.5 kcal/mol. For the largest force on an atom, the calculation gives 0.072 hartree/bohr. The total charge is 0.

Each line ends with the Löwdin charge.
Geometry (Å):
O  -5.2618  -34.9271  19.5582  -0.06
H  -4.3806  -35.1462  19.2554  0.04
H  -5.1794  -34.0439  19.9180  -0.02
O  -3.2573  -36.0487  29.7937  -0.04
H  -2.8027  -35.8702  28.9705  0.01
H  -3.0933  -36.9766  29.9620  0.02
O  -6.5892  -31.5968  29.9295  -0.06
H  -6.2206  -32.4314  30.2190  -0.01
H  -6.8877  -31.7634  29.0354  -0.04
O  -5.2281  -34.5172  30.7724  -0.06
H  -4.4875  -34.8436  30.2614  -0.02
H  -5.8842  -35.2118  30.7148  -0.03
O  -1.1528  -35.8729  27.8318  -0.05
H  -0.2120  -35.9369  27.9963  0.05
H  -1.2433  -35.1220  27.2450  -0.02
O  -1.3680  -33.7426  26.1661  -0.05
H  -1.2781  -32.8021  26.0120  -0.01
H  -1.7088  -34.0894  25.3417  0.04
O  -8.0572  -32.0395  27.6214  -0.06
H  -7.2874  -32.2929  27.1120  -0.01
H  -8.7827  -32.5088  27.2096  -0.01
O  -8.5777  -37.5437  24.2145  -0.06
H  -7.7632  -37.0624  24.3604  0.00
H  -8.5949  -38.2022  24.9089  -0.01
O  -8.6714  -26.0407  21.5328  -0.05
H  -8.0736  -26.4226  22.1756  -0.02
H  -8.0988  -25.6015  20.9039  0.05
O  -2.7819  -29.1317  23.5064  -0.05
H  -2.9961  -28.7760  22.6439  0.00
H  -3.6312  -29.3167  23.9074  -0.01
C  -4.1728  -31.4056  20.0235  -0.13
O  -5.2308  -32.2998  20.0361  -0.23
C  -6.4074  -31.7800  20.7300  -0.15
C  -7.6834  -32.6477  20.7234  -0.16
N  -7.4578  -33.8904  21.4511  -0.05
C  -8.5280  -34.8595  21.3701  -0.17
C  -9.8448  -34.3721  22.0367  -0.25
O  -10.6814  -33.6130  21.2397  -0.18
C  -11.9339  -33.2393  21.8460  -0.08
H  -3.8330  -31.1264  21.0208  0.07
H  -4.5138  -30.4588  19.6048  0.08
H  -3.3043  -31.8031  19.4983  0.10
H  -6.5617  -30.7950  20.2895  0.11
H  -6.0250  -31.5709  21.7291  0.10
H  -7.8515  -32.8171  19.6599  0.13
H  -8.5537  -32.1891  21.1930  0.10
H  -6.6964  -34.3692  20.9915  0.06
H  -8.2383  -35.7713  21.8924  0.11
H  -8.6920  -35.1856  20.3430  0.13
H  -9.6479  -33.7426  22.9045  0.09
H  -10.2739  -35.2987  22.4181  0.12
H  -12.5248  -34.1473  21.9668  0.08
H  -12.5641  -32.5760  21.2536  0.08
H  -11.9486  -32.8405  22.8603  0.07
C  -3.3422  -27.6324  20.3318  -0.06
O  -4.0400  -27.7240  21.5910  -0.24
C  -4.8064  -26.5559  21.8609  -0.21
C  -5.5045  -26.6883  23.1644  -0.16
N  -6.8766  -27.2940  23.1588  -0.03
C  -6.9546  -28.5320  22.3014  -0.19
C  -8.2639  -29.2667  22.4727  -0.16
O  -8.1154  -29.9804  23.7342  -0.18
C  -9.2358  -30.6417  24.1508  -0.12
H  -3.9995  -27.2610  19.5456  0.09
H  -2.9936  -28.6264  20.0514  0.08
H  -2.4646  -26.9961  20.4455  0.09
H  -5.5586  -26.3447  21.1009  0.12
H  -4.1134  -25.7150  21.8869  0.13
H  -5.6352  -25.6727  23.5380  0.11
H  -4.9387  -27.2070  23.9383  0.11
H  -7.0048  -27.8005  24.0232  0.09
H  -6.2042  -29.2734  22.5759  0.10
H  -6.7599  -28.2968  21.2551  0.12
H  -8.3986  -29.9425  21.6282  0.11
H  -9.1514  -28.6406  22.3809  0.10
H  -9.0182  -31.0644  25.1317  0.08
H  -9.5337  -31.4836  23.5259  0.09
H  -10.0622  -29.9663  24.3722  0.07
C  -13.0012  -40.1845  26.7987  -0.11
O  -11.9485  -39.4384  27.3494  -0.16
C  -10.7353  -39.6739  26.8393  -0.27
C  -9.6695  -38.6744  27.4051  -0.16
N  -8.3053  -38.8196  26.8251  -0.06
C  -7.4967  -37.6718  27.2506  -0.17
C  -6.0395  -37.8000  26.6798  -0.21
O  -6.0771  -37.4738  25.3609  -0.23
C  -4.8838  -37.6056  24.6496  -0.08
H  -12.7572  -41.2433  26.7127  0.08
H  -13.2977  -39.9492  25.7765  0.09
H  -13.9086  -40.1099  27.3981  0.09
H  -10.7659  -39.6540  25.7499  0.13
H  -10.3954  -40.6616  27.1511  0.12
H  -9.5883  -38.6356  28.4914  0.11
H  -10.1080  -37.6893  27.2457  0.10
H  -7.9012  -39.6065  27.3125  0.11
H  -7.5673  -37.4928  28.3235  0.10
H  -7.9475  -36.7529  26.8758  0.10
H  -5.7189  -38.8388  26.7585  0.12
H  -5.3455  -37.0857  27.1228  0.12
H  -4.3932  -38.5404  24.9207  0.09
H  -4.1994  -36.7829  24.8566  0.08
H  -5.0835  -37.6470  23.5788  0.10
C  -2.3119  -29.5558  29.7966  -0.08
O  -3.0608  -28.3470  29.5999  -0.21
C  -3.2737  -27.5238  30.7966  -0.18
C  -4.2567  -26.4806  30.4555  -0.18
N  -3.9286  -25.7341  29.2105  -0.01
C  -5.1254  -25.1900  28.6292  -0.20
C  -4.7934  -24.6661  27.1828  -0.17
O  -3.7926  -23.6291  27.2194  -0.22
C  -3.9046  -22.6288  26.1876  -0.09
H  -2.1474  -30.1247  28.8816  0.06
H  -2.7645  -30.2086  30.5430  0.07
H  -1.2752  -29.3769  30.0817  0.08
H  -2.2910  -27.1516  31.0864  0.11
H  -3.6189  -28.1362  31.6296  0.11
H  -4.4968  -25.8604  31.3191  0.10
H  -5.1505  -27.0969  30.3588  0.11
H  -3.4587  -26.2870  28.5080  0.08
H  -5.4705  -24.3160  29.1816  0.10
H  -5.9608  -25.8771  28.4948  0.10
H  -5.6816  -24.3042  26.6650  0.11
H  -4.3355  -25.5482  26.7351  0.09
H  -3.2919  -21.7492  26.3849  0.08
H  -4.9099  -22.2124  26.2500  0.08
H  -3.6957  -23.0651  25.2108  0.08
C  -0.2342  -19.9418  32.9762  -0.11
O  -1.3378  -20.5386  33.6816  -0.19
C  -2.2524  -21.1495  32.7745  -0.21
C  -3.4631  -21.6948  33.5564  -0.19
N  -4.6613  -21.7742  32.6965  -0.04
C  -5.7816  -22.3853  33.4645  -0.19
C  -7.0646  -22.6027  32.5824  -0.16
O  -6.8369  -23.6254  31.5423  -0.22
C  -7.8118  -23.6292  30.4823  -0.12
H  -0.4832  -19.0173  32.4553  0.08
H  0.2899  -20.6304  32.3135  0.08
H  0.5302  -19.6021  33.6752  0.08
H  -1.7278  -21.8681  32.1448  0.10
H  -2.5303  -20.3487  32.0892  0.12
H  -3.8466  -21.0558  34.3519  0.12
H  -3.1599  -22.6385  34.0098  0.09
H  -4.4373  -22.3715  31.9134  0.10
H  -6.1076  -21.8705  34.3683  0.12
H  -5.5216  -23.3626  33.8712  0.08
H  -7.2747  -21.6700  32.0589  0.11
H  -8.0097  -22.8066  33.0857  0.11
H  -8.8629  -23.7489  30.7449  0.08
H  -7.6916  -24.4769  29.8077  0.07
H  -7.7840  -22.6943  29.9224  0.08
C  -5.2467  -33.7770  26.7575  -0.07
O  -6.1055  -32.8470  26.1834  -0.22
C  -5.8153  -32.6036  24.8676  -0.21
C  -4.6753  -31.5937  24.7005  -0.17
N  -5.1108  -30.2484  25.0280  -0.05
C  -4.7795  -29.9836  26.4139  -0.15
C  -5.1347  -28.5008  26.7968  -0.15
O  -6.5420  -28.3252  26.5646  -0.20
C  -7.2780  -28.5555  27.7664  -0.08
H  -5.0190  -34.7270  26.2741  0.09
H  -5.7229  -33.8787  27.7327  0.09
H  -4.2935  -33.3818  27.1089  0.09
H  -6.7448  -32.3263  24.3704  0.12
H  -5.6129  -33.5434  24.3539  0.12
H  -4.5515  -31.5130  23.6205  0.09
H  -3.7511  -31.9397  25.1633  0.11
H  -6.0779  -30.0367  24.8283  0.09
H  -3.6960  -30.0591  26.5048  0.10
H  -5.2818  -30.7722  26.9741  0.11
H  -4.7587  -27.7560  26.0954  0.09
H  -4.8388  -28.2516  27.8158  0.10
H  -7.0697  -27.8954  28.6084  0.07
H  -7.1826  -29.5676  28.1597  0.08
H  -8.2978  -28.3001  27.4788  0.07
C  -2.4746  -33.7339  22.0255  -0.07
O  -1.3895  -33.5380  22.9793  -0.19
C  -0.7556  -32.2781  22.7661  -0.22
C  -0.1227  -31.7220  24.0560  -0.16
N  -1.1680  -31.1989  24.9903  -0.06
C  -0.6234  -30.3998  26.0863  -0.19
C  0.3865  -31.0992  26.9719  -0.23
O  1.6858  -31.1176  26.4582  -0.18
C  2.3762  -29.8582  26.5082  -0.08
H  -2.0953  -33.9432  21.0252  0.09
H  -3.2217  -32.9465  22.1251  0.06
H  -3.0160  -34.5887  22.4309  0.08
H  -1.3149  -31.4646  22.3040  0.11
H  0.0681  -32.4186  22.0662  0.12
H  0.5986  -30.9902  23.6921  0.12
H  0.4560  -32.5025  24.5500  0.12
H  -1.7095  -30.5172  24.4782  0.06
H  -1.4668  -30.1502  26.7300  0.09
H  -0.1906  -29.4671  25.7245  0.12
H  0.0860  -32.1065  27.2603  0.12
H  0.4491  -30.6371  27.9571  0.11
H  2.0507  -29.0280  25.8814  0.08
H  3.4062  -30.0710  26.2218  0.09
H  2.2925  -29.4518  27.5162  0.08
C  -5.7806  -26.1494  33.8154  -0.11
O  -6.2465  -27.3379  33.1582  -0.22
C  -6.7683  -28.3791  34.0805  -0.16
C  -6.3596  -29.8303  33.7340  -0.19
N  -4.9514  -30.0147  34.0698  -0.07
C  -4.3266  -31.0266  33.2539  -0.18
C  -2.7886  -31.1143  33.6573  -0.25
O  -2.1697  -29.9295  33.4257  -0.19
C  -1.5980  -29.3718  34.6484  -0.07
H  -5.4303  -25.4568  33.0501  0.05
H  -5.0101  -26.4262  34.5350  0.08
H  -6.5189  -25.5583  34.3573  0.08
H  -7.8070  -28.2511  33.7758  0.09
H  -6.7368  -28.0230  35.1102  0.12
H  -6.5853  -30.0725  32.6954  0.11
H  -7.0191  -30.5078  34.2764  0.12
H  -4.4214  -29.1570  34.0111  0.09
H  -4.3593  -30.6736  32.2232  0.10
H  -4.8677  -31.9688  33.3408  0.12
H  -2.4439  -31.8445  32.9251  0.12
H  -2.6922  -31.3632  34.7141  0.12
H  -2.3064  -29.0721  35.4208  0.09
H  -1.1145  -28.4321  34.3814  0.07
H  -0.7837  -29.9803  35.0418  0.09
C  -10.7620  -18.7833  27.9502  -0.11
O  -10.2827  -20.0779  27.5440  -0.18
C  -11.0875  -21.1220  28.1628  -0.21
C  -10.4443  -22.4315  27.8502  -0.23
N  -10.2965  -22.6589  26.4229  -0.04
C  -9.6182  -23.8919  26.0341  -0.18
C  -9.1007  -23.8102  24.5764  -0.18
O  -8.2085  -22.7113  24.3995  -0.17
C  -7.4826  -22.6940  23.2562  -0.16
H  -10.3543  -18.5326  28.9295  0.08
H  -11.8439  -18.7883  28.0833  0.08
H  -10.5988  -17.9503  27.2663  0.08
H  -12.0867  -21.1232  27.7273  0.12
H  -11.2469  -20.9900  29.2330  0.12
H  -10.9325  -23.2972  28.2979  0.13
H  -9.5020  -22.4548  28.3976  0.09
H  -9.7669  -21.8804  26.0574  0.10
H  -10.2178  -24.7850  26.2100  0.11
H  -8.7343  -24.0974  26.6379  0.10
H  -9.9311  -23.7414  23.8737  0.11
H  -8.6429  -24.7308  24.2143  0.11
H  -8.0256  -22.5266  22.3259  0.09
H  -6.8057  -23.5282  23.0718  0.07
H  -6.8339  -21.8181  23.2526  0.09
C  -1.4343  -24.7948  33.6405  -0.09
O  -1.4674  -24.5956  32.2128  -0.21
C  -0.2037  -24.3255  31.5963  -0.21
C  -0.3213  -24.1533  30.1020  -0.27
N  -0.6394  -25.3935  29.5393  -0.04
C  -0.5448  -25.2489  28.0488  -0.16
C  -0.4510  -26.6340  27.4141  -0.21
O  -0.3644  -26.5256  26.0086  -0.18
C  -1.5612  -26.3368  25.2634  -0.10
H  -2.4208  -25.1101  33.9802  0.08
H  -1.0469  -23.9263  34.1732  0.08
H  -0.7733  -25.5943  33.9752  0.07
H  0.5164  -25.1027  31.8526  0.13
H  0.1402  -23.3839  32.0243  0.10
H  0.6669  -23.8625  29.7458  0.12
H  -0.9741  -23.3409  29.7828  0.13
H  -1.6055  -25.4308  29.8315  0.07
H  0.4498  -24.8703  27.8133  0.12
H  -1.2834  -24.5411  27.6723  0.11
H  -1.2743  -27.2444  27.7850  0.11
H  0.4729  -27.1463  27.6823  0.12
H  -1.3909  -26.2754  24.1885  0.08
H  -2.1429  -25.4357  25.4578  0.07
H  -2.2830  -27.1532  25.2865  0.06
C  -14.5324  -29.6138  20.4093  -0.11
O  -13.2655  -29.0208  20.0584  -0.19
C  -13.1639  -27.7501  20.7512  -0.21
C  -11.6863  -27.4592  20.9761  -0.22
N  -11.4124  -26.2195  21.6536  -0.08
C  -11.7957  -26.1402  23.0332  -0.19
C  -11.2430  -27.2662  23.9103  -0.21
O  -11.5232  -26.8968  25.2636  -0.20
C  -10.9764  -27.8312  26.2516  -0.08
H  -15.3515  -28.9568  20.1169  0.08
H  -14.5896  -29.7667  21.4870  0.08
H  -14.6266  -30.5977  19.9497  0.08
H  -13.6950  -27.7060  21.7020  0.10
H  -13.7177  -27.0194  20.1617  0.12
H  -11.2082  -27.3041  20.0089  0.13
H  -11.2477  -28.3160  21.4875  0.10
H  -10.4188  -26.0590  21.5686  0.04
H  -12.8795  -26.0308  23.0726  0.12
H  -11.3829  -25.1749  23.3260  0.10
H  -10.1616  -27.3531  23.8047  0.10
H  -11.6970  -28.2223  23.6500  0.11
H  -11.0950  -27.3893  27.2410  0.09
H  -9.9466  -28.0850  26.0006  0.07
H  -11.5740  -28.7395  26.1750  0.07
C  -8.9747  -27.8828  31.3394  -0.15
O  -9.7609  -28.2334  30.2890  -0.17
C  -9.8897  -29.6094  30.2151  -0.22
C  -10.6822  -29.9380  28.9074  -0.19
N  -10.6961  -31.3616  28.5833  -0.04
C  -11.3939  -31.6622  27.2664  -0.15
C  -11.2244  -33.1872  26.9245  -0.16
O  -9.8934  -33.4422  26.4357  -0.25
C  -9.8220  -34.6694  25.7093  -0.07
H  -7.9364  -28.2042  31.2572  0.08
H  -9.4204  -28.2029  32.2812  0.09
H  -8.9322  -26.7964  31.4168  0.09
H  -10.2330  -30.0685  31.1422  0.13
H  -8.9032  -30.0594  30.1035  0.10
H  -10.2870  -29.2351  28.1740  0.07
H  -11.7284  -29.7297  29.1311  0.12
H  -9.7211  -31.5462  28.3951  0.05
H  -11.0067  -31.0453  26.4555  0.09
H  -12.4508  -31.4680  27.4490  0.12
H  -11.9501  -33.4543  26.1563  0.12
H  -11.2881  -33.7297  27.8678  0.12
H  -10.0916  -35.4560  26.4141  0.07
H  -8.7976  -34.7566  25.3472  0.10
H  -10.5625  -34.8517  24.9306  0.08
C  -8.2728  -35.0495  30.1207  -0.09
O  -7.3470  -36.0403  30.5163  -0.24
C  -7.9208  -37.1062  31.3182  -0.20
C  -6.7824  -37.8056  31.9711  -0.24
N  -6.0374  -38.5216  30.9823  -0.01
C  -4.8062  -39.1496  31.6054  -0.19
C  -3.9665  -39.7262  30.5375  -0.21
O  -3.5322  -38.7781  29.5522  -0.24
C  -2.6566  -39.3257  28.6426  -0.12
H  -8.4993  -34.3764  30.9476  0.10
H  -9.2309  -35.4044  29.7411  0.09
H  -7.8470  -34.4069  29.3501  0.08
H  -8.5113  -37.8266  30.7522  0.11
H  -8.6650  -36.7694  32.0398  0.13
H  -7.1214  -38.4252  32.8014  0.13
H  -6.2312  -36.9895  32.4382  0.13
H  -5.5083  -37.9110  30.3762  0.09
H  -5.0508  -39.8951  32.3620  0.12
H  -4.1970  -38.4564  32.1855  0.12
H  -4.4793  -40.4822  29.9427  0.13
H  -3.0403  -40.0810  30.9894  0.13
H  -1.7833  -39.7433  29.1437  0.09
H  -2.3733  -38.5827  27.8971  0.09
H  -3.1170  -40.1343  28.0749  0.09